(1)
Below is a 2-piece molecular cluster, C5H14 overall, with properties calculated with ωB97M-V/def2-TZVPD.

XYZ file:
```
19
Properties=species:S:1:pos:R:3:forces:R:3:nbo_charge:R:1
C 1.799226 1.728452 -0.532293 0.25 -0.18 -1.15 -0.6201
C 0.447107 2.168965 -0.981356 -0.65 4.03 0.47 -0.4050
C -0.705172 1.726856 -0.079285 -2.59 2.86 -3.89 -0.6269
H 2.511285 2.548549 -0.398268 0.10 -0.52 -0.22 0.2153
H 2.094517 0.921765 -1.194997 0.91 0.23 -0.38 0.2068
H 1.645035 1.194919 0.351688 0.17 -0.44 1.91 0.2064
H 0.395933 3.331131 -1.034889 0.27 -1.48 0.83 0.1938
H 0.250223 2.111543 -2.044930 -0.07 -1.34 -0.23 0.2047
H -1.408666 1.357725 -0.855039 -0.54 0.47 0.48 0.2077
H -0.701147 0.895851 0.467121 1.38 -3.32 2.62 0.2061
H -1.266590 2.500206 0.492779 0.77 -0.27 -0.45 0.2105
C -0.654000 -3.178447 0.350844 -0.48 -1.82 -0.88 -0.6229
C -0.697602 -1.933603 1.189112 3.66 0.47 0.49 -0.6198
H -0.780973 -4.148022 0.908577 0.04 1.01 -0.54 0.2070
H 0.224665 -3.274355 -0.296767 0.42 0.03 0.73 0.2055
H -1.385611 -3.142668 -0.450517 -0.74 -0.15 0.20 0.2064
H -0.508939 -2.151488 2.279235 -0.57 0.42 -1.09 0.2129
H -1.512632 -1.278117 0.996158 -0.83 0.26 0.19 0.2102
H 0.253340 -1.379263 0.832828 -1.50 -0.25 0.91 0.2012
```
Forces are in eV/Å.

Its LUMO energy is 1.055 eV. As for the structure (SMILES): CCC.CC. As for the total charge: 0. For the frontier orbital gap, the calculation gives 11.6212 eV. For the HOMO energy, the calculation gives -10.6 eV.

=====

(2)
Below is C34H37MgN6O3P2S as an isolated structure, with properties calculated with ωB97M-V/def2-TZVPD.

XYZ file:
```
84
Properties=species:S:1:pos:R:3:forces:R:3:mulliken_spin:R:1
Mg 0.246228 1.052089 -1.542645 -0.01 0.04 0.11 0.0049
O 0.959279 -0.795481 -0.950050 0.01 0.37 -0.16 0.0416
P 0.545445 -1.696683 0.194084 -0.09 -0.15 0.26 -0.0645
C -0.913433 -0.946472 1.033660 0.02 0.05 -0.09 0.1003
P -0.491972 0.736093 1.564024 0.04 -0.04 0.17 -0.0595
O 0.065771 1.524409 0.399021 -0.03 -0.03 -0.20 0.0164
C 0.649171 0.629915 2.918592 -0.09 0.01 -0.11 -0.0103
C 1.857500 1.327742 2.828085 0.04 -0.01 0.02 0.0144
C 2.783594 1.240342 3.849727 -0.04 -0.01 0.01 -0.0037
C 2.512657 0.464306 4.975425 0.03 0.00 0.01 0.0476
C 1.305382 -0.216182 5.077216 -0.01 0.00 -0.05 -0.0168
C 0.378038 -0.148222 4.052996 0.02 -0.02 0.03 0.0624
C -2.041790 1.484609 2.094377 -0.02 -0.06 -0.01 0.0013
C -2.325736 1.817470 3.415313 0.06 0.02 0.02 -0.0058
C -3.540213 2.409032 3.731897 -0.03 0.02 0.00 -0.0017
C -4.470536 2.672833 2.735358 0.02 0.00 0.02 0.0015
C -4.187596 2.348962 1.415474 0.02 -0.03 -0.07 -0.0028
C -2.977301 1.755197 1.096774 -0.06 0.00 0.01 0.0107
C -0.145644 -3.210293 -0.525909 0.03 -0.04 0.01 0.0642
C 0.266234 -4.473076 -0.111690 0.00 0.01 -0.01 -0.0371
C -0.241725 -5.607965 -0.731333 0.00 -0.01 -0.01 0.0003
C -1.150197 -5.484308 -1.772432 0.02 0.01 0.01 0.0006
C -1.548220 -4.223851 -2.202523 -0.02 0.02 -0.03 0.0025
C -1.048559 -3.088434 -1.583719 -0.01 0.00 0.01 0.0035
C 1.769306 -2.000763 1.368753 -0.07 0.03 -0.08 0.0330
C 3.071553 -1.435116 1.224867 0.03 0.00 0.00 0.0906
C 4.031954 -1.639426 2.178062 -0.01 0.00 -0.01 -0.0693
C 3.765920 -2.421050 3.328175 -0.01 0.00 -0.03 0.2949
C 2.499586 -2.997212 3.468742 -0.01 0.02 0.01 -0.1033
C 1.508656 -2.796478 2.534551 -0.01 -0.03 0.06 0.2700
H -1.189590 -1.548868 1.903280 0.05 -0.01 0.02 0.0112
H -1.779415 -0.910254 0.363327 0.00 -0.01 0.00 -0.0055
H 2.066587 1.915136 1.942983 -0.01 0.00 0.01 0.0259
H 3.726554 1.764740 3.764428 0.00 0.00 0.01 0.0036
H 3.241352 0.392642 5.772461 -0.01 0.00 -0.01 0.0295
H 1.098719 -0.829552 5.944897 0.01 0.01 0.00 -0.0029
H -0.550270 -0.702759 4.136829 0.00 0.01 -0.01 0.0448
H -1.594982 1.631728 4.192560 -0.01 0.00 -0.01 0.0026
H -3.756828 2.671417 4.759633 0.00 0.00 -0.01 -0.0001
H -5.414497 3.139174 2.988320 0.01 -0.01 0.00 0.0002
H -4.893085 2.557931 0.620491 0.00 0.01 0.02 -0.0001
H -2.768714 1.523903 0.057006 0.00 0.01 -0.01 0.0029
H 0.994980 -4.563264 0.684288 -0.01 -0.01 0.00 0.0046
H 0.078887 -6.588976 -0.404447 0.00 0.01 0.00 -0.0001
H -1.543517 -6.369790 -2.256122 0.00 0.01 0.01 0.0001
H -2.247992 -4.126367 -3.023519 0.01 0.00 0.01 0.0001
H -1.333587 -2.103146 -1.940676 0.00 -0.02 0.00 0.0035
H 3.285288 -0.821948 0.356183 0.01 0.00 0.01 0.0763
H 5.008605 -1.187062 2.048708 -0.01 -0.01 0.00 0.0059
H 4.535813 -2.592992 4.067750 -0.01 0.00 0.00 0.0467
H 2.278912 -3.602822 4.341270 0.02 0.01 0.00 -0.0017
H 0.535429 -3.253803 2.685601 0.01 0.01 -0.01 0.0642
O -0.501959 2.839061 -2.092288 0.11 -0.05 -0.06 -0.0007
N -1.160125 3.735301 -1.374615 -0.07 0.06 0.14 0.0002
C -0.439536 4.499609 -0.522498 0.01 -0.01 -0.01 -0.0009
C -1.015210 5.472001 0.243628 0.09 -0.01 0.01 0.0004
C -2.390919 5.675882 0.122884 -0.13 -0.03 -0.06 -0.0001
C -3.112492 4.891457 -0.739040 0.08 0.10 0.11 0.0000
C -2.517726 3.868906 -1.509498 0.14 -0.04 0.00 0.0004
S -3.446446 2.840440 -2.500967 -0.09 -0.08 -0.03 0.0000
H 0.612091 4.260294 -0.513108 0.00 0.01 0.01 0.0000
H -0.401801 6.055488 0.914094 0.00 -0.01 -0.01 0.0000
H -2.886437 6.441183 0.706359 0.00 -0.01 -0.01 0.0000
H -4.178819 5.017578 -0.852281 -0.01 -0.01 -0.01 0.0000
C 3.215328 -1.612201 -3.357043 0.00 0.00 0.00 0.0034
N 2.059062 -1.192627 -4.134500 -0.03 0.00 -0.02 -0.0007
C 1.312510 -2.277713 -4.764717 0.01 0.03 0.01 0.0006
C 1.500395 0.001599 -3.850355 0.13 -0.08 0.15 -0.0004
N 1.904539 0.833019 -2.947462 -0.16 -0.05 -0.11 -0.0005
N 0.409559 0.368149 -4.680934 -0.02 0.02 -0.12 0.0006
C -0.814728 0.730976 -4.157411 -0.14 0.00 0.14 0.0003
N -1.612826 1.474461 -4.969859 0.07 -0.05 -0.04 0.0000
N -1.163020 0.306881 -2.986775 0.19 -0.04 -0.05 0.0005
H 3.626225 -2.512505 -3.806877 0.00 0.00 -0.01 0.0002
H 2.935759 -1.823452 -2.320740 0.01 0.00 0.00 -0.0001
H 3.986553 -0.841507 -3.379037 0.01 -0.01 0.00 -0.0001
H 1.063064 -3.032523 -4.014883 -0.01 0.00 0.00 0.0001
H 1.915797 -2.738557 -5.547160 0.01 0.00 0.00 -0.0001
H 0.392437 -1.899841 -5.195257 0.01 0.00 -0.01 -0.0001
H 2.647511 0.421642 -2.390914 -0.03 0.00 0.03 0.0000
H 0.676315 0.780776 -5.559966 0.00 -0.01 -0.01 -0.0001
H -1.156112 2.004847 -5.694085 -0.01 0.02 0.00 0.0000
H -2.305159 2.011485 -4.444164 -0.03 0.02 0.02 0.0000
H -2.065823 0.722826 -2.750689 0.00 0.03 0.01 -0.0001
```
Forces are in eV/Å.

The spin multiplicity is 2. Its LUMO energy (spin up / spin down) is 0.299 / 0.297 eV. Its expectation value of S² is 0.762. As for the total charge: 0. For the frontier orbital gap (spin up / spin down), the calculation gives 4.0827 / 7.6071 eV. For the HOMO energy (spin up / spin down), the calculation gives -3.8 / -7.3 eV.

=====

Values of strongest force on any atom, in order: 5.475; 0.405, all in eV/A.